Record 1
This record from OMol25 describes a 2-piece molecular cluster, C4H9INO overall. The level of theory is wB97M-V/def2-TZVPD.

The geometry in XYZ format:
```
16
Properties=species:S:1:pos:R:3:mulliken_charge:R:1
C -0.36 0.20 -1.99 0.083
C 1.34 0.11 1.57 -1.253
C 1.00 0.57 0.18 -0.094
C 0.14 -0.26 -0.69 -0.127
N -2.03 -0.22 0.33 -0.567
O -1.50 0.33 -2.35 -0.423
I 0.43 -2.36 -0.74 0.386
H 0.45 0.16 -2.68 0.445
H 1.97 0.78 2.13 0.360
H 1.94 -0.77 1.44 0.378
H 0.49 -0.06 2.20 0.295
H 2.03 0.51 -0.37 0.324
H 0.66 1.70 0.01 0.304
H -2.26 -1.20 0.01 0.302
H -2.28 0.44 -0.40 0.321
H -2.04 0.08 1.35 0.267
```

## Properties
HOMO-LUMO gap = 0.3180 Eh
HOMO = -14.63 eV
net charge = +1
molar mass = 214.026 g/mol
total energy = -15922.5112 eV



Record 2
This record from OMol25 describes a 2-piece molecular cluster, C29H29F7INO6S overall. The level of theory is wB97M-V/def2-TZVPD.

The geometry in XYZ format:
```
74
Properties=species:S:1:pos:R:3:mulliken_charge:R:1
C 3.46 1.02 4.64 -0.908
C 3.79 1.38 3.09 0.513
O 4.94 1.78 2.79 -0.554
O 2.73 1.16 2.19 0.058
C 2.97 1.82 0.90 -0.611
C 1.60 2.02 0.12 -0.370
N 1.11 0.86 -0.69 1.602
C 1.83 -0.40 -0.43 -0.764
C 2.95 -0.79 -1.47 -0.076
C 3.23 0.16 -2.72 -0.531
C 4.51 1.10 -2.57 -0.084
O 5.57 0.72 -3.52 -0.580
C 4.24 2.67 -2.81 0.844
F 5.35 3.30 -3.48 -0.297
F 4.11 3.30 -1.53 -0.246
F 3.10 2.97 -3.59 -0.263
C 3.79 -2.09 -1.36 -0.659
C 3.51 -3.05 -0.16 -0.502
C 2.42 -2.72 0.90 -0.736
C 1.59 -1.39 0.73 0.945
S 0.25 -0.91 1.94 -0.195
C -0.95 -0.02 0.82 1.456
C -2.46 -0.09 1.14 0.224
C -2.91 -0.93 2.45 -1.080
C -2.58 0.02 3.72 -0.503
C -2.69 1.58 3.34 0.361
F -1.53 2.34 2.90 -0.257
C -3.94 2.30 3.38 0.087
F -4.79 2.53 2.28 -0.174
F -4.34 2.82 4.66 -0.211
C -3.46 0.64 0.20 -0.531
C -2.89 1.42 -1.04 -0.862
C -1.35 1.47 -1.33 -0.022
C -0.91 2.30 -2.64 -0.946
C -0.99 1.25 -3.88 -0.297
C -2.50 1.07 -4.42 -1.018
I -3.37 -0.87 -3.88 0.027
C -0.35 0.75 -0.38 -0.900
H 4.33 0.50 5.16 0.302
H 3.03 1.92 5.21 0.269
H 2.61 0.24 4.60 0.193
H 3.82 1.35 0.30 0.117
H 3.35 2.89 1.18 0.569
H 1.76 2.91 -0.61 0.363
H 0.81 2.40 0.88 0.131
H 3.42 -0.51 -3.64 0.588
H 2.25 0.71 -2.94 -0.017
H 4.97 0.94 -1.53 0.346
H 6.40 1.02 -3.06 0.395
H 4.58 -2.36 -2.15 0.369
H 4.07 -4.03 -0.03 0.304
H 2.20 -3.39 1.81 0.320
H -4.04 -1.13 2.32 0.372
H -2.31 -1.91 2.45 0.336
H -3.30 -0.18 4.60 0.447
H -1.52 -0.13 4.13 0.258
H -4.58 0.62 0.43 0.335
H -3.66 1.92 -1.71 0.209
H -1.72 3.11 -2.77 0.514
H 0.14 2.73 -2.52 0.049
H -0.68 0.22 -3.46 0.253
H -0.23 1.51 -4.70 0.363
H -2.58 1.14 -5.57 0.397
H -3.21 1.86 -3.97 0.319
O -4.77 -1.95 0.10 -0.390
C -4.63 -3.13 0.26 0.502
O -5.33 -4.09 -0.41 -0.345
C -4.79 -5.34 -0.02 -0.488
C -4.17 -5.02 1.30 0.261
F -3.07 -5.79 1.52 -0.282
O -3.76 -3.68 1.16 -0.156
H -4.05 -5.66 -0.77 0.280
H -5.57 -6.10 0.05 0.278
H -4.85 -5.11 2.15 0.302
```

## Properties
structure (SMILES) = CC(=O)OCCN1c2c(C[C@@H](O)C(F)(F)F)cccc2Sc2c(CCC(F)=C(F)F)ccc(CCCI)c21.O=C1OC[C@@H](F)O1
HOMO-LUMO gap = 0.2499 Eh
HOMO = -7.87 eV
molar mass = 779.509 g/mol
total energy = -82262.1926 eV



Record 3
This record from OMol25 describes C37H36BrIrN5P2S5 as an isolated structure. The level of theory is wB97M-V/def2-TZVPD.

The geometry in XYZ format:
```
87
Properties=species:S:1:pos:R:3:lowdin_spin:R:1
Ir -0.44 -0.50 1.30 0.964
S 1.86 0.22 1.74 -0.012
P 1.53 1.12 0.00 -0.005
C 0.11 0.11 -0.41 -0.160
P -0.20 -0.46 -2.14 -0.005
S 0.45 -2.30 -2.15 -0.044
C 0.70 0.55 -3.35 0.000
C 1.88 0.05 -3.90 0.000
C 2.56 0.78 -4.86 0.000
C 2.07 2.01 -5.28 0.000
C 0.89 2.50 -4.75 0.000
C 0.20 1.78 -3.80 0.000
C -1.93 -0.21 -2.57 -0.002
C -2.60 0.96 -2.23 -0.001
C -3.88 1.19 -2.72 0.000
C -4.49 0.25 -3.53 0.000
C -3.83 -0.93 -3.86 0.000
C -2.55 -1.15 -3.39 -0.001
C 3.00 1.06 -1.01 0.003
C 3.51 -0.22 -1.28 0.001
C 4.70 -0.35 -1.96 0.000
C 5.39 0.79 -2.38 0.001
C 4.89 2.05 -2.10 0.000
C 3.70 2.19 -1.41 0.001
C 0.92 2.81 0.12 -0.005
C 0.53 3.31 1.36 -0.003
C 0.05 4.60 1.46 0.000
C -0.05 5.40 0.32 -0.003
C 0.32 4.90 -0.92 0.000
C 0.81 3.60 -1.03 -0.003
H 2.24 -0.91 -3.58 0.000
H 3.47 0.38 -5.29 0.000
H 2.60 2.57 -6.03 0.000
H 0.49 3.45 -5.10 0.000
H -0.75 2.15 -3.44 0.000
H -2.13 1.70 -1.59 -0.001
H -4.40 2.10 -2.46 0.000
H -5.48 0.43 -3.92 0.000
H -4.31 -1.66 -4.49 0.000
H -2.01 -2.06 -3.65 -0.001
H 2.98 -1.10 -0.94 0.000
H 5.10 -1.33 -2.17 0.000
H 6.32 0.69 -2.92 0.000
H 5.43 2.93 -2.41 0.000
H 3.34 3.18 -1.16 0.000
H 0.64 2.69 2.24 0.000
H -0.23 5.00 2.42 0.000
H -0.41 6.41 0.41 0.000
H 0.25 5.52 -1.80 0.000
H 1.10 3.22 -1.99 0.000
C 0.37 -1.64 6.36 0.000
C 1.03 -0.47 5.62 0.000
C 0.04 0.33 4.84 0.007
N -0.26 0.13 3.60 0.070
N -1.20 0.95 3.09 0.072
C -1.66 1.80 3.98 0.010
N -2.58 2.74 3.73 -0.001
S -0.89 1.63 5.52 0.011
H 1.13 -2.22 6.88 0.000
H -0.16 -2.29 5.67 0.001
H -0.35 -1.28 7.10 0.000
H 1.78 -0.83 4.92 0.000
H 1.52 0.19 6.34 0.000
H -3.06 2.74 2.84 0.000
H -2.95 3.32 4.46 0.000
S -1.14 -2.50 2.80 0.071
C 0.06 -3.69 2.68 0.005
N -0.03 -4.87 3.28 0.002
C 0.98 -5.87 2.95 0.001
C 2.17 -5.09 2.40 0.000
S 1.50 -3.53 1.75 0.004
H -0.86 -5.11 3.80 0.001
H 0.58 -6.57 2.22 0.000
H 1.25 -6.43 3.85 0.000
H 2.67 -5.63 1.59 0.000
H 2.90 -4.85 3.17 0.000
Br -3.65 0.94 0.99 0.004
C -3.33 -0.75 0.26 0.003
C -4.43 -1.40 -0.26 0.001
C -4.28 -2.69 -0.74 -0.001
C -3.03 -3.28 -0.68 0.001
C -1.98 -2.56 -0.15 0.003
N -2.10 -1.30 0.30 0.010
H -5.39 -0.90 -0.27 0.000
H -5.13 -3.23 -1.14 0.000
H -2.86 -4.28 -1.04 0.000
H -0.98 -2.98 -0.11 0.002
```

## Properties
HOMO-LUMO gap (spin up / spin down) = 0.2479 / 0.2404 Eh
2S+1 = 2
HOMO (spin up / spin down) = -13.15 / -13.00 eV
net charge = +2
molar mass = 1045.134 g/mol
total energy = -192026.8265 eV



Record 4
This record from OMol25 describes C20H13Cl5N3RhSe as an isolated structure. The level of theory is wB97M-V/def2-TZVPD.

The geometry in XYZ format:
```
43
Properties=species:S:1:pos:R:3:lowdin_spin:R:1
Rh -0.32 0.46 1.20 1.265
Cl 2.46 1.67 -1.16 0.004
C 2.76 0.64 0.21 0.002
C 1.71 0.24 1.01 0.018
C 2.03 -0.59 2.06 0.007
Cl 0.59 -1.01 3.00 0.032
C 3.29 -1.04 2.38 0.001
Cl 3.54 -2.07 3.73 0.001
C 4.34 -0.62 1.56 0.000
Cl 5.94 -1.15 1.90 0.000
C 4.07 0.22 0.47 0.000
Cl 5.37 0.73 -0.53 0.000
Se -3.68 1.58 1.41 0.226
N -2.39 0.28 1.52 0.131
C -2.72 -0.63 0.54 0.044
C -1.94 -1.75 0.24 0.026
C -2.29 -2.56 -0.84 0.109
C -3.43 -2.28 -1.60 0.015
C -4.23 -1.19 -1.30 0.093
C -3.88 -0.33 -0.25 0.005
N -4.55 0.81 0.05 0.333
H -1.12 -2.06 0.88 0.001
H -1.69 -3.43 -1.07 0.006
H -3.70 -2.93 -2.42 -0.002
H -5.12 -0.97 -1.89 0.004
C -1.31 2.85 -2.46 0.026
C -0.71 3.75 -1.41 0.139
C -0.47 5.08 -1.62 -0.013
C 0.08 5.88 -0.62 0.161
C 0.40 5.33 0.63 -0.010
C 0.18 4.00 0.90 0.147
C 0.54 3.40 2.23 0.041
C -0.37 3.19 -0.14 0.114
N -0.55 1.89 0.04 1.029
H -1.55 3.41 -3.36 0.000
H -2.22 2.38 -2.08 0.007
H -0.62 2.04 -2.72 0.008
H -0.72 5.52 -2.59 -0.003
H 0.27 6.93 -0.80 0.010
H 0.82 5.96 1.40 -0.002
H 0.62 4.17 3.00 0.003
H 1.50 2.87 2.19 0.008
H -0.21 2.70 2.58 0.015
```

## Properties
HOMO-LUMO gap (spin up / spin down) = 0.2158 / 0.2283 Eh
2S+1 = 5
HOMO (spin up / spin down) = -6.01 / -8.11 eV
molar mass = 654.476 g/mol
total energy = -156383.7311 eV



Record 5
This record from OMol25 describes C22H28BN7OS7Ti as an isolated structure. The level of theory is wB97M-V/def2-TZVPD.

The geometry in XYZ format:
```
67
Properties=species:S:1:pos:R:3:lowdin_spin:R:1
Ti -0.44 0.39 0.19 0.953
C -1.90 3.86 -1.94 0.000
C -1.76 2.98 -0.74 0.008
O -1.09 1.93 -0.81 0.006
N -2.34 3.37 0.38 0.007
C -2.23 2.62 1.64 0.002
C -0.84 2.69 2.22 0.003
C -0.60 3.32 3.43 0.000
C 0.69 3.39 3.92 0.003
C 1.72 2.88 3.15 -0.001
C 1.41 2.28 1.95 0.002
N 0.16 2.15 1.49 0.000
H -1.51 3.34 -2.81 0.000
H -1.32 4.78 -1.79 0.000
H -2.94 4.13 -2.11 0.000
H -2.83 4.24 0.38 0.000
H -2.53 1.60 1.46 0.001
H -2.94 3.04 2.34 0.000
H -1.43 3.74 3.99 0.000
H 0.89 3.85 4.88 0.000
H 2.75 2.92 3.48 0.000
H 2.19 1.88 1.32 0.000
C -2.75 -2.76 2.84 0.000
N -1.31 -3.01 2.79 -0.001
C -0.72 -4.26 2.91 -0.001
C 0.61 -4.06 2.90 0.000
N 0.84 -2.70 2.80 0.000
B 2.24 -2.07 3.08 0.000
N 2.80 -1.13 1.92 -0.001
C 3.98 -0.45 2.16 -0.001
C 4.31 0.25 1.06 -0.001
N 3.32 0.00 0.13 -0.001
C 3.28 0.58 -1.21 0.002
C 2.39 -0.84 0.68 0.000
S 1.04 -1.49 -0.22 -0.003
C -0.34 -2.07 2.71 0.003
S -0.55 -0.36 2.60 0.012
H -3.21 -3.60 3.35 0.000
H -3.16 -2.66 1.85 0.000
H -2.94 -1.85 3.40 0.000
H -1.31 -5.16 2.98 0.000
H 1.42 -4.77 2.99 0.000
H 2.17 -1.37 4.07 0.000
H 3.02 -2.99 3.19 0.000
H 4.49 -0.55 3.11 0.000
H 5.17 0.87 0.84 0.000
H 4.08 1.30 -1.30 0.000
H 2.34 1.07 -1.40 0.002
H 3.41 -0.20 -1.96 0.000
C -4.93 1.58 -3.82 0.000
S -4.39 0.99 -2.20 0.000
C -3.47 -0.45 -2.63 -0.001
C -2.75 -1.13 -1.74 0.006
S -2.56 -0.74 -0.03 -0.010
S -1.96 -2.57 -2.34 0.000
C -2.42 -2.42 -4.00 0.000
S -1.90 -3.40 -5.20 0.000
S -3.46 -1.07 -4.27 0.000
H -5.43 2.54 -3.63 0.000
H -5.65 0.90 -4.27 0.000
H -4.09 1.74 -4.49 0.000
C 0.71 -1.20 -4.57 0.000
C 0.22 -0.48 -3.39 0.002
N -0.18 0.08 -2.47 0.004
H 1.80 -1.30 -4.51 0.000
H 0.45 -0.66 -5.48 0.000
H 0.26 -2.19 -4.62 0.000
```

## Properties
HOMO-LUMO gap (spin up / spin down) = 0.2486 / 0.2508 Eh
2S+1 = 2
HOMO (spin up / spin down) = -9.62 / -9.62 eV
net charge = +1
molar mass = 689.662 g/mol
total energy = -135384.9126 eV



Record 6
This record from OMol25 describes a 7-piece molecular cluster, C47H84N6O4S overall. The level of theory is wB97M-V/def2-TZVPD.

The geometry in XYZ format:
```
142
Properties=species:S:1:pos:R:3:mulliken_charge:R:1
C 1.44 3.22 3.16 -0.207
C 1.47 2.19 2.52 -1.063
C 1.78 1.18 1.50 -0.018
O 3.17 0.97 1.41 -0.117
C 3.75 1.32 0.18 -0.035
C 4.99 0.44 0.04 -1.154
C 4.70 -0.98 -0.48 -1.209
C 3.46 -1.66 0.10 -0.194
S 3.79 -2.12 1.84 -0.254
C 4.18 2.83 0.14 -0.469
C 3.19 3.60 -0.80 -1.159
C 2.69 4.94 -0.26 -0.350
C 1.35 5.33 -0.94 -0.681
C 0.27 5.82 0.04 -0.688
C -1.14 5.27 -0.26 -1.131
C -1.61 4.15 0.68 -0.543
C -1.72 2.79 -0.02 -0.675
C -1.91 1.65 0.97 -0.889
C -1.50 0.27 0.42 -0.405
C -2.69 -0.64 0.05 -0.865
C -2.94 -0.59 -1.47 -1.029
O 4.17 3.31 1.46 0.345
C 5.17 4.29 1.70 -0.709
C 5.53 4.25 3.18 -0.139
C 5.69 2.82 3.71 -0.256
C 4.52 2.40 4.55 0.565
O 3.92 3.12 5.30 -0.553
O 4.16 1.11 4.40 -0.464
H 1.51 4.09 3.74 0.642
H 1.34 1.49 0.56 0.192
H 1.33 0.24 1.82 0.398
H 3.11 1.08 -0.68 0.573
H 5.65 0.90 -0.69 0.438
H 5.55 0.43 0.97 0.245
H 4.63 -0.95 -1.56 0.377
H 5.56 -1.59 -0.20 0.498
H 3.31 -2.58 -0.45 0.505
H 2.57 -1.06 0.00 0.048
H 2.90 -3.11 1.99 0.122
H 5.16 2.91 -0.31 0.825
H 3.70 3.73 -1.75 0.009
H 2.32 2.99 -1.02 0.600
H 3.41 5.73 -0.47 0.396
H 2.49 4.90 0.80 0.037
H 1.57 6.08 -1.69 -0.059
H 0.93 4.49 -1.49 0.576
H 0.28 6.91 0.01 0.482
H 0.52 5.54 1.07 0.384
H -1.83 6.10 -0.24 0.466
H -1.13 4.88 -1.28 0.538
H -2.60 4.42 1.05 0.375
H -0.92 4.06 1.52 0.159
H -2.56 2.84 -0.70 0.353
H -0.80 2.67 -0.61 0.305
H -1.37 1.87 1.89 0.473
H -2.97 1.62 1.22 0.605
H -0.93 -0.27 1.17 0.155
H -0.84 0.40 -0.44 0.297
H -2.39 -1.66 0.29 0.392
H -3.58 -0.40 0.63 0.437
H -3.93 -1.01 -1.67 0.415
H -2.89 0.44 -1.79 0.268
H -2.17 -1.18 -1.95 0.195
H 4.72 5.27 1.53 0.260
H 6.06 4.14 1.10 0.259
H 4.69 4.67 3.72 -0.271
H 6.40 4.86 3.40 0.664
H 5.82 2.11 2.91 -0.243
H 6.57 2.77 4.35 0.538
H 3.20 1.07 4.39 0.324
C -4.31 -5.37 -4.41 -1.004
C -4.50 -3.93 -4.86 -0.591
C -3.18 -3.24 -5.20 -0.464
C -2.31 -3.09 -4.04 0.334
N -1.63 -2.98 -3.12 -0.562
H -3.73 -5.42 -3.48 0.209
H -5.27 -5.84 -4.22 0.231
H -3.79 -5.96 -5.17 0.475
H -5.02 -3.38 -4.08 0.321
H -5.14 -3.92 -5.74 0.388
H -3.39 -2.25 -5.61 0.299
H -2.65 -3.79 -5.98 0.324
C 3.51 8.66 -3.80 -0.971
C 4.87 8.00 -3.95 -0.404
C 4.86 6.83 -4.95 -0.479
C 4.03 5.72 -4.49 0.302
N 3.38 4.85 -4.13 -0.425
H 2.77 7.96 -3.39 0.170
H 3.57 9.51 -3.12 0.325
H 3.13 9.02 -4.76 0.333
H 5.22 7.65 -2.98 0.274
H 5.59 8.74 -4.30 0.318
H 5.88 6.47 -5.09 0.275
H 4.51 7.17 -5.92 0.291
C -5.71 -8.16 -1.32 -1.100
C -4.50 -7.68 -0.53 -0.338
C -4.80 -6.43 0.30 -0.146
C -5.12 -5.27 -0.54 0.322
N -5.37 -4.36 -1.20 -0.490
H -6.03 -7.42 -2.06 0.266
H -5.46 -9.08 -1.86 0.348
H -6.55 -8.38 -0.66 0.272
H -3.68 -7.48 -1.22 0.190
H -4.18 -8.47 0.14 0.364
H -3.94 -6.18 0.92 0.352
H -5.64 -6.62 0.98 -0.043
C -0.83 -9.50 -2.28 -1.075
C -0.55 -9.42 -3.77 -0.458
C -1.22 -8.21 -4.44 -0.369
C -2.68 -8.30 -4.40 0.261
N -3.82 -8.35 -4.35 -0.476
H -1.89 -9.64 -2.07 0.260
H -0.30 -10.35 -1.84 0.359
H -0.50 -8.60 -1.77 0.310
H -0.89 -10.34 -4.25 0.305
H 0.52 -9.35 -3.93 0.323
H -0.90 -8.15 -5.48 0.344
H -0.89 -7.29 -3.95 0.278
C -8.76 -6.30 2.58 -0.836
C -9.56 -7.59 2.70 -0.440
C -8.72 -8.77 3.22 -0.495
C -7.67 -9.15 2.29 0.291
N -6.83 -9.45 1.56 -0.416
H -7.96 -6.40 1.85 0.051
H -9.40 -5.49 2.26 0.340
H -8.32 -6.02 3.54 0.318
H -9.99 -7.85 1.73 0.305
H -10.39 -7.43 3.39 0.314
H -9.37 -9.63 3.38 0.286
H -8.28 -8.52 4.19 0.286
C 4.62 6.30 6.09 -0.682
C 4.04 7.62 6.58 -0.627
C 3.39 8.43 5.46 -0.325
C 4.36 8.88 4.46 0.252
N 5.12 9.22 3.67 -0.466
H 5.43 6.46 5.37 0.292
H 5.03 5.72 6.92 0.316
H 3.85 5.68 5.61 0.064
H 4.83 8.20 7.06 0.366
H 3.28 7.41 7.34 0.337
H 2.90 9.31 5.89 0.294
H 2.61 7.85 4.98 0.241
```

## Properties
structure (SMILES) = C#CCO[C@H](CCCS)[C@@H](CCCCCCCCCCC)OCCCC(=O)O.CCCC#N.CCCC#N.CCCC#N.CCCC#N.CCCC#N.CCCC#N
HOMO-LUMO gap = 0.3412 Eh
HOMO = -8.64 eV
molar mass = 829.294 g/mol
total energy = -78063.4571 eV



Record 7
This record from OMol25 describes H10NO8Zn2 as an isolated structure. The level of theory is wB97M-V/def2-TZVPD.

The geometry in XYZ format:
```
21
Properties=species:S:1:pos:R:3:mulliken_charge:R:1
Zn 3.37 0.18 1.22 1.274
Zn -1.77 -1.39 3.20 1.226
N 0.21 -0.61 0.57 0.903
O -0.33 -0.83 1.70 -0.488
O 1.42 -0.23 0.46 -0.297
O -0.47 -0.74 -0.41 -0.469
O -1.51 0.66 -2.86 -0.566
H -1.33 0.71 -1.92 0.300
H -1.36 1.56 -3.18 0.309
O -2.70 0.30 2.68 -0.304
H -3.39 0.75 3.19 0.376
H -2.64 0.79 1.84 0.367
O 2.58 0.77 3.04 -0.408
H 2.06 0.56 3.84 0.330
H 3.14 1.52 3.31 0.424
O -0.51 -2.19 -3.08 -0.560
H -0.69 -3.03 -2.64 0.308
H 0.39 -1.97 -2.84 0.273
O 1.30 1.36 -2.47 -0.616
H 0.78 1.42 -3.28 0.334
H 1.45 0.41 -2.35 0.284
```

## Properties
HOMO-LUMO gap = 0.0939 Eh
HOMO = -17.85 eV
net charge = +3
molar mass = 282.859 g/mol
total energy = -114828.4826 eV



Record 8
This record from OMol25 describes a 2-piece molecular cluster, C2H6N2O3 overall. The level of theory is wB97M-V/def2-TZVPD.

The geometry in XYZ format:
```
13
Properties=species:S:1:pos:R:3:lowdin_spin:R:1
O -0.10 -1.60 -0.05 -0.005
C 0.10 -1.28 1.08 0.000
N 0.14 0.00 1.75 -0.020
C 0.17 1.25 1.06 0.032
N 0.12 1.31 -0.31 0.487
O 0.26 2.32 1.60 0.478
H 0.06 -2.00 1.81 0.000
H -0.27 0.06 2.71 -0.001
H 0.31 0.57 -0.92 0.014
H -0.06 2.20 -0.82 0.005
H -0.30 -0.94 -1.84 0.000
H -0.46 -1.21 -3.35 0.000
O 0.02 -0.69 -2.71 0.009
```

## Properties
HOMO-LUMO gap (spin up / spin down) = 0.3883 / 0.1901 Eh
2S+1 = 2
HOMO (spin up / spin down) = -15.32 / -15.26 eV
net charge = +1
molar mass = 106.081 g/mol
total energy = -11284.1502 eV